Computed, not measured: C7H10N2O in the gas phase in a non-equilibrium geometry, with wB97M-V/def2-TZVPD.

ORCA input file:
```
! RIJCOSX wB97M-V def2-TZVPD def2/J DEFGRID3
* xyz 0 1
N 2.8253 0.6294 0.1275
C 2.0302 -0.4504 0.2495
C 0.7166 -0.4096 -0.5298
C -0.1536 -1.5944 -0.2109
C -1.4713 -1.5252 -0.0049
C -2.2734 -0.2566 -0.0227
C -1.4317 0.9964 -0.0473
N -0.4823 1.1832 1.0486
C 0.0286 0.9282 -0.2947
H 0.9745 -0.4476 -1.6024
H 0.3464 -2.5644 -0.1628
H -2.0253 -2.4510 0.1718
H -2.9290 -0.2590 -0.9092
H -2.9506 -0.2309 0.8464
H -1.9412 1.8934 -0.4084
H -0.3890 2.1657 1.2902
H 0.4838 1.7726 -0.8180
O 2.2791 -1.3104 1.0941
H 3.0849 0.9476 -0.7957
H 3.2779 0.9831 0.9788
*
```

Values from the calculation:
Energy above the lowest of the compared OMol25 structures with the same formula, charge and spin   40.06 kcal/mol
Energy   -12447.7112 eV
SMILES   NC(=O)[C@H]1C=CC[C@H]2N[C@@H]12
Frontier orbital gap   9.82 eV
Lowest unoccupied orbital energy   0.02762 hartree



Computed, not measured: 2 unconnected molecules or ions with the total composition C4H14NO in a non-equilibrium geometry, with wB97M-V/def2-TZVPD.

ORCA input file:
```
! RIJCOSX wB97M-V def2-TZVPD def2/J DEFGRID3
* xyz 1 1
C 1.3508 0.0996 -0.9935
C -0.1611 -0.1009 -1.0498
N -0.6679 -0.5590 0.2989
C -0.1647 -1.8986 0.7729
C -0.8912 1.1624 -1.4122
H 1.5370 0.9388 -0.3396
H 1.6539 0.4555 -1.9814
H 1.8941 -0.8340 -0.9371
H -0.4194 -0.9125 -1.7325
H -0.5574 0.1713 1.0206
H -1.6584 -0.7732 0.1796
H -0.4119 -2.6563 0.0421
H 0.8880 -1.7678 0.9917
H -0.5120 -2.0217 1.7965
H -0.4582 1.6168 -2.3034
H -0.7328 1.9553 -0.6689
H -1.9674 1.0591 -1.5104
H 1.1459 1.0124 2.7207
H -0.1730 1.8512 2.8173
O 0.3056 1.2015 2.2886
*
```

Values from the calculation:
Energy above the lowest of the compared OMol25 structures with the same formula, charge and spin   9.14 kcal/mol
Energy   -7906.5579 eV
Frontier orbital gap   13.34 eV
Lowest unoccupied orbital energy   -0.10870 hartree



Computed, not measured: 2 unconnected molecules or ions with the total composition CH2NO3P in a non-equilibrium geometry, with wB97M-V/def2-TZVPD.

ORCA input file:
```
! RIJCOSX wB97M-V def2-TZVPD def2/J DEFGRID3
* xyz 0 1
C -1.3773 -0.4772 0.7082
N -2.2991 0.2237 0.8308
O 1.2816 0.5535 -1.4524
O 1.9454 0.0274 0.8553
O -0.4564 -1.1868 0.4255
P 1.7436 -0.6149 -0.4305
H 1.4234 0.4356 -2.4243
H -2.2611 1.0387 1.4874
*
```

Values from the calculation:
Energy above the lowest of the compared OMol25 structures with the same formula, charge and spin   3.44 kcal/mol
Energy   -17991.3632 eV
SMILES   N=C=O.O=PO
Frontier orbital gap   10.59 eV
Lowest unoccupied orbital energy   0.02321 hartree



Computed, not measured: 12 unconnected molecules or ions with the total composition C47H70O36 in a non-equilibrium geometry, with wB97M-V/def2-TZVPD.

ORCA input file:
```
! RIJCOSX wB97M-V def2-TZVPD def2/J DEFGRID3
* xyz 0 1
C -0.4042 1.2311 4.0212
C -0.2982 2.2521 5.1753
O -0.0812 1.4300 6.3224
C -0.1302 0.1023 6.0129
O -0.1496 -0.7894 6.7871
O -0.2606 -0.0176 4.6767
H 0.3835 1.3529 3.2861
H -1.3848 1.2244 3.5448
H -1.1952 2.8543 5.2789
H 0.6003 2.8524 5.0457
C 1.3866 -5.1280 -0.4319
C 2.4768 -4.3163 -1.0735
C 2.9984 -3.1192 -0.2631
O 4.4281 -3.2102 -0.3683
C 4.7654 -4.3425 -1.0157
O 5.8691 -4.7181 -1.2362
O 3.6606 -5.0715 -1.3245
H 1.6992 -5.5507 0.5266
H 1.1119 -5.9595 -1.0814
H 0.5286 -4.4808 -0.2506
H 2.0801 -3.8757 -1.9916
H 2.7600 -3.1833 0.7962
H 2.6595 -2.1886 -0.7128
C 3.6047 2.9078 -2.3825
C 4.6731 3.3063 -1.4069
C 6.1008 2.8584 -1.8255
O 6.8819 4.0443 -1.7303
C 6.0970 5.1134 -1.4851
O 6.4787 6.2306 -1.3771
O 4.7982 4.7384 -1.4116
H 3.9081 3.0649 -3.4174
H 2.6609 3.4190 -2.1973
H 3.4252 1.8324 -2.2967
H 4.5619 2.9747 -0.3712
H 6.1053 2.5662 -2.8785
H 6.4938 2.0380 -1.2332
C 3.5006 0.9670 4.9049
C 3.0333 0.1558 3.7093
C 3.7302 0.3750 2.3648
O 4.0850 -0.9316 1.9404
C 3.8989 -1.8294 2.9482
O 4.1638 -2.9850 2.8719
O 3.3599 -1.2113 4.0199
H 4.5767 0.8481 5.0049
H 2.9672 0.5642 5.7682
H 3.1794 2.0092 4.8756
H 1.9479 0.1538 3.6174
H 4.6729 0.9054 2.5524
H 3.1413 0.9266 1.6379
C -2.0645 -3.0031 -6.4108
C -1.9018 -3.1421 -4.9109
C -1.2569 -4.4353 -4.4307
O -0.4943 -3.9874 -3.2991
C -0.2986 -2.6549 -3.3945
O 0.4362 -2.0248 -2.6983
O -1.0167 -2.1279 -4.4058
H -1.1703 -2.5772 -6.8609
H -2.8668 -2.2748 -6.5708
H -2.3770 -3.9072 -6.9271
H -2.8367 -3.0020 -4.3634
H -0.5839 -4.8724 -5.1682
H -2.0400 -5.1376 -4.1571
C -2.0134 -5.5054 1.1861
C -1.2731 -6.7824 1.4502
C -0.9103 -6.9617 2.9303
O -1.1670 -8.3391 3.1921
C -1.9252 -8.8495 2.2025
O -2.3441 -9.9575 2.1395
O -2.1319 -7.9140 1.2383
H -1.4482 -4.6539 1.5775
H -2.9523 -5.4763 1.7476
H -2.2735 -5.3352 0.1418
H -0.3925 -6.8659 0.8124
H -1.4981 -6.3436 3.6107
H 0.1444 -6.7402 3.0906
C 3.3898 6.9242 1.8238
C 3.1213 5.4419 1.8454
C 3.2892 4.6773 3.1633
O 2.3741 3.5982 2.9717
C 1.3746 4.0364 2.1701
O 0.3509 3.4477 2.0089
O 1.7190 5.1816 1.5780
H 4.1783 7.2066 2.5185
H 2.4871 7.4657 2.1122
H 3.6182 7.2468 0.8098
H 3.7017 4.9039 1.0900
H 3.0098 5.2925 4.0223
H 4.3160 4.3471 3.2931
C -2.7235 3.8380 0.5469
C -2.4777 5.2305 0.0308
C -1.3442 5.3537 -1.0070
O -2.0203 5.7023 -2.2061
C -3.3124 5.9950 -1.9732
O -4.0691 6.4704 -2.7502
O -3.6320 5.6695 -0.6931
H -2.8794 3.1062 -0.2519
H -3.6194 3.8262 1.1704
H -1.9044 3.4350 1.1441
H -2.3302 5.9352 0.8486
H -0.7653 4.4515 -1.2019
H -0.6495 6.1457 -0.7224
C 1.1164 1.1058 -0.8019
C 0.2048 0.5371 0.2524
C -1.0124 -0.2325 -0.2520
O -1.1947 -1.2381 0.7534
C 0.0091 -1.4602 1.3393
O 0.3037 -2.4749 1.8801
O 0.8583 -0.4393 1.0952
H 0.5727 1.2940 -1.7306
H 1.9851 0.4947 -1.0435
H 1.4960 2.0733 -0.4603
H -0.1681 1.3556 0.8705
H -0.9526 -0.6789 -1.2422
H -1.8732 0.4365 -0.2198
C -4.0088 -1.3542 -2.0121
C -4.8910 -0.7579 -3.0725
C -4.1974 -0.3144 -4.3497
O -5.2064 -0.5721 -5.3502
C -6.0856 -1.4840 -4.8664
O -6.9397 -1.9926 -5.5138
O -5.8130 -1.7567 -3.5731
H -3.4875 -0.5068 -1.5611
H -3.2500 -1.9823 -2.4790
H -4.5505 -1.9069 -1.2515
H -5.5179 0.0568 -2.7007
H -3.3582 -0.9536 -4.6205
H -3.9270 0.7351 -4.3698
C -3.5378 -1.6828 3.7095
C -3.1920 -2.2175 5.0684
C -4.3243 -2.5226 6.0536
O -3.9532 -3.7719 6.6005
C -3.0743 -4.3935 5.7797
O -2.7472 -5.5263 5.8900
O -2.6705 -3.5479 4.8080
H -4.3802 -2.1092 3.1686
H -2.6403 -1.6493 3.0888
H -3.8046 -0.6142 3.7457
H -2.4048 -1.6305 5.5424
H -5.3118 -2.4686 5.5883
H -4.3479 -1.7946 6.8653
C 0.4114 2.7606 -6.6091
C 0.1324 3.2748 -5.2283
C -1.0604 4.2718 -5.0917
O -1.8973 3.6406 -4.1421
C -1.3872 2.4694 -3.7247
O -1.9362 1.7653 -2.9323
O -0.2564 2.1774 -4.3752
H -0.4609 2.2714 -7.0461
H 1.2284 2.0428 -6.5924
H 0.6490 3.6053 -7.2594
H 1.0284 3.6950 -4.7667
H -1.5806 4.2739 -6.0482
H -0.6908 5.2485 -4.8028
*
```

Values from the calculation:
Energy above the lowest of the compared OMol25 structures with the same formula, charge and spin   0.00 kcal/mol
Energy   -123587.9108 eV
SMILES   C[C@H]1COC(=O)O1.C[C@H]1COC(=O)O1.C[C@H]1COC(=O)O1.C[C@H]1COC(=O)O1.C[C@H]1COC(=O)O1.C[C@H]1COC(=O)O1.C[C@H]1COC(=O)O1.C[C@H]1COC(=O)O1.C[C@H]1COC(=O)O1.C[C@H]1COC(=O)O1.C[C@H]1COC(=O)O1.O=C1OCCO1
Frontier orbital gap   9.93 eV
Lowest unoccupied orbital energy   -0.01609 hartree